Record 1
The following is a DFT calculation (ωB97M-V with the def2-TZVPD basis set) of a structure of composition C33H28N2O10PReS.

⟨S²⟩: 0.757
multiplicity: 2
net charge: +1
lowest unoccupied orbital energy (alpha / beta): -4.4870 / -4.2864 eV
energy above the lowest of the compared OMol25 structures with the same formula, charge and spin: 186.02 kJ/mol

Last column: Mulliken spin population.
Element x y z (Å)
Re -0.5618 -0.2162 0.7294  0.6807
O 0.9663 -2.4590 3.5224  -0.0040
S 0.6560 -2.2023 2.1637  0.0039
O 1.2587 -0.9591 1.5671  0.0181
O -0.7998 -2.0929 1.8191  0.0405
C 1.3629 -3.4211 1.1032  0.0080
C 2.1139 -4.4657 1.6095  -0.0023
C 2.8626 -5.2349 0.7327  -0.0004
C 2.8544 -4.9436 -0.6245  -0.0001
C 2.0778 -3.9084 -1.1245  -0.0012
C 1.3244 -3.1247 -0.2569  -0.0125
P 0.3421 -1.7339 -0.9540  0.1260
C 1.5579 -0.9092 -2.0006  0.0146
C 2.8598 -0.7550 -1.5180  -0.0042
C 3.7998 -0.0875 -2.2842  0.0004
C 3.4482 0.4252 -3.5263  -0.0009
C 2.1472 0.3016 -3.9901  -0.0007
C 1.1930 -0.3455 -3.2216  0.0020
C -0.8544 -2.6555 -1.9472  -0.0239
C -2.0185 -3.0684 -1.2987  -0.0050
C -2.9225 -3.8819 -1.9596  0.0026
C -2.6720 -4.2795 -3.2650  0.0002
C -1.5137 -3.8700 -3.9097  0.0003
C -0.5962 -3.0654 -3.2529  -0.0003
H 2.1188 -4.6442 2.6764  -0.0002
H 3.4790 -6.0374 1.1125  0.0001
H 3.4661 -5.5243 -1.3014  -0.0001
H 2.0863 -3.6853 -2.1832  0.0003
H 3.1282 -1.1513 -0.5462  -0.0015
H 4.8091 0.0351 -1.9140  0.0001
H 4.1876 0.9383 -4.1259  0.0000
H 1.8673 0.7296 -4.9426  0.0001
H 0.1628 -0.3880 -3.5491  0.0006
H -2.2035 -2.7508 -0.2793  0.0061
H -3.8227 -4.2076 -1.4566  0.0001
H -3.3818 -4.9088 -3.7842  0.0001
H -1.3201 -4.1781 -4.9282  0.0001
H 0.3087 -2.7570 -3.7588  0.0000
C 1.9117 1.6189 3.3934  -0.0021
C 1.8790 2.0145 1.9639  0.0045
N 0.9221 1.7296 1.0975  0.0138
C 1.2920 2.2473 -0.1069  0.0084
C 2.4940 2.8829 0.0210  -0.0066
N 2.8386 2.7249 1.3376  0.0000
C 3.4437 3.4923 -0.9465  0.0003
O 3.0266 3.6018 -2.1870  0.0000
O 4.5404 3.8200 -0.5702  0.0000
C 0.4445 1.9559 -1.2660  0.0093
O 0.5978 2.5283 -2.3379  0.0073
O -0.4287 1.0379 -1.0500  0.0062
H 1.0744 0.9586 3.5924  0.0014
H 1.8486 2.4966 4.0374  0.0003
H 2.8371 1.0868 3.6156  0.0007
H 3.7024 3.0793 1.7247  -0.0001
H 2.0890 3.2962 -2.3253  -0.0001
C -4.2705 5.1131 -0.8265  0.0000
O -4.4248 4.9207 0.5728  -0.0014
C -3.9413 3.8246 1.1492  -0.0076
C -4.0281 3.8042 2.5564  0.0174
C -3.4891 2.7681 3.2652  -0.0095
C -2.8171 1.7194 2.6125  0.0091
C -2.0002 0.7824 3.3434  -0.0026
C -2.3683 0.3385 4.7231  0.0007
O -0.9357 0.3320 2.8550  0.0064
C -2.8220 1.6836 1.1903  0.0279
O -2.3505 0.6416 0.5337  0.0659
C -3.3875 2.7434 0.4791  0.0030
H -4.7118 6.0831 -1.0334  0.0000
H -4.7949 4.3485 -1.4023  0.0000
H -3.2154 5.1237 -1.1074  0.0001
H -4.5060 4.6384 3.0499  0.0009
H -3.5263 2.7983 4.3454  0.0003
H -3.2196 0.8720 5.1293  -0.0005
H -1.5080 0.4137 5.3884  -0.0001
H -2.6149 -0.7236 4.6501  0.0000
H -3.3533 2.6855 -0.6007  -0.0005


Record 2
The following is a DFT calculation (ωB97M-V with the def2-TZVPD basis set) of a structure of composition C33H28N5OPSZr.

net charge: +2
lowest unoccupied orbital energy: -7.4993 eV
energy above the lowest of the compared OMol25 structures with the same formula, charge and spin: 69.11 kJ/mol

Last column: natural (NBO) charge in e.
Element x y z (Å)
Zr 0.9003 0.4368 -0.3410  1.8667
C 3.2424 3.1766 -1.9768  -0.1356
C 3.5119 3.0994 -0.6156  -0.1755
C 3.4962 1.8699 0.0392  -0.1238
C 3.2544 0.6899 -0.6814  -0.5020
C 2.9476 0.7860 -2.0593  -0.2735
C 2.9438 2.0222 -2.6971  -0.1492
P 3.2127 -1.0127 0.0686  0.8755
C 4.9170 -1.5351 0.3033  -0.2707
C 5.9978 -0.6606 0.2636  -0.2191
C 7.2740 -1.1519 0.4909  -0.1874
C 7.4665 -2.4999 0.7618  -0.1532
C 6.3853 -3.3709 0.7982  -0.1882
C 5.1068 -2.8952 0.5558  -0.2168
C 2.5284 -0.5559 1.7185  -0.3286
C 3.1260 -0.9438 2.9109  -0.1982
C 2.5081 -0.6284 4.1160  -0.1400
C 1.3099 0.0752 4.1465  -0.2015
C 0.7136 0.4745 2.9593  -0.1088
C 1.3072 0.1564 1.7381  -0.5879
H 3.2445 4.1384 -2.4736  0.2731
H 3.7306 4.0001 -0.0568  0.2586
H 3.6942 1.8168 1.1032  0.2497
H 2.7753 -0.1198 -2.6372  0.2679
H 2.7203 2.0815 -3.7542  0.2591
H 5.8635 0.3933 0.0558  0.2180
H 8.1197 -0.4789 0.4566  0.2407
H 8.4655 -2.8755 0.9360  0.2426
H 6.5367 -4.4219 1.0016  0.2425
H 4.2691 -3.5827 0.5592  0.2306
H 4.0674 -1.4790 2.9072  0.2424
H 2.9778 -0.9286 5.0435  0.2447
H 0.8518 0.3179 5.0955  0.2437
H -0.2079 1.0455 2.9941  0.2130
N 0.0725 2.2575 -0.7335  -0.8290
C -0.2020 3.4053 -0.8869  0.6420
C -0.4939 4.6995 -1.0423  -0.4478
C -1.6780 5.2067 -0.4282  0.2547
N -2.6542 5.5357 0.0795  -0.2224
C 0.4479 5.4594 -1.8011  0.2783
N 1.2845 5.9597 -2.4098  -0.2599
C -4.7493 0.5749 1.3109  -0.6216
C -3.4336 -0.0861 1.7064  -0.4053
C -2.3321 0.1281 0.6738  -0.2270
N -2.6893 -0.4887 -0.6063  -0.5598
C -1.9713 -1.3170 -1.3322  0.4163
S -0.2853 -1.6907 -1.0013  -0.1707
N -2.4949 -1.9507 -2.3832  -0.6222
C -3.8086 -1.6656 -2.9958  0.6667
O -3.8057 -1.3686 -4.1492  -0.4571
C -4.9857 -1.7986 -2.1174  -0.1767
C -4.9723 -2.6411 -1.0036  -0.2135
C -6.1198 -2.7790 -0.2413  -0.1998
C -7.2640 -2.0661 -0.5824  -0.1499
C -7.2761 -1.2254 -1.6892  -0.1984
C -6.1397 -1.0968 -2.4694  -0.1651
H -5.4824 0.4708 2.1086  0.2492
H -5.1988 0.1181 0.4245  0.1992
H -4.6181 1.6417 1.1217  0.2220
H -3.5654 -1.1592 1.8628  0.2206
H -3.0767 0.3281 2.6514  0.2314
H -1.4068 -0.3442 1.0286  0.2279
H -2.1704 1.1979 0.5108  0.2164
H -3.6644 -0.3782 -0.8697  0.4489
H -1.8362 -2.3700 -3.0277  0.4472
H -4.0886 -3.2178 -0.7595  0.2248
H -6.1314 -3.4497 0.6066  0.2371
H -8.1599 -2.1761 0.0142  0.2406
H -8.1747 -0.6837 -1.9494  0.2444
H -6.1335 -0.4697 -3.3509  0.2495


Record 3
The following is a DFT calculation (ωB97M-V with the def2-TZVPD basis set) of a structure of composition C33H29AuCl3N4O5S.

net charge: +1
lowest unoccupied orbital energy (alpha / beta): -5.5870 / -5.6089 eV

Last column: Löwdin charge in e.
Element x y z (Å)
Au 0.4143 1.4425 -2.0163  1.3316
O 3.8693 5.6220 -1.4829  0.0756
C 4.7043 4.6018 -1.3407  -0.2626
C 6.0554 4.8975 -1.1063  -0.0009
C 6.9842 3.8936 -0.9768  -0.0590
C 6.5851 2.5566 -1.0463  -0.0797
C 5.2634 2.2430 -1.2589  -0.0262
C 4.3011 3.2457 -1.4217  -0.0828
C 2.9089 2.8411 -1.6200  -0.4123
O 2.6174 1.6197 -1.7069  -0.0629
N 1.9991 3.8247 -1.6318  0.0339
N 0.7424 3.4764 -1.8495  -0.1019
C -0.1970 4.3531 -1.6158  -0.0250
C -1.5880 4.1868 -1.7803  -0.1473
C -2.4073 5.2720 -1.3970  -0.0420
C -3.7699 5.2327 -1.5084  -0.0754
C -4.4033 4.0869 -2.0293  -0.0563
C -3.6645 3.0115 -2.4145  -0.0114
C -2.2346 2.9961 -2.3080  -0.3764
O -1.6272 1.9471 -2.6699  -0.1078
H 2.9534 5.2777 -1.6080  0.0721
H 6.3320 5.9367 -1.0372  0.1212
H 8.0239 4.1406 -0.8215  0.1114
H 7.3124 1.7716 -0.9236  0.1021
H 4.9261 1.2186 -1.3035  0.1119
H 0.1314 5.3193 -1.2315  0.1530
H -1.9291 6.1584 -1.0059  0.1166
H -4.3721 6.0713 -1.1940  0.1075
H -5.4793 4.0666 -2.1169  0.1153
H -4.1315 2.1251 -2.8187  0.1193
C -2.2793 1.7859 0.9477  0.0014
C -0.8255 1.6464 1.2883  -0.4702
C -0.4647 1.8718 2.7255  0.0034
O 0.0279 1.3611 0.4709  -0.0176
H -2.8711 1.1069 1.5579  0.0891
H -2.4555 1.5711 -0.1032  0.0621
H -2.6077 2.8011 1.1694  0.1029
H -1.2826 2.3247 3.2732  0.0855
H 0.4289 2.4915 2.7822  0.0980
H -0.2149 0.9170 3.1888  0.0933
Cl -6.0282 -6.7723 2.2068  0.7131
C -4.6572 -5.8271 1.7720  -0.6623
C -3.4069 -6.4205 1.6642  -0.0762
C -2.3247 -5.6575 1.2690  -0.0008
C -2.4640 -4.3075 0.9806  -0.2123
C -1.3031 -3.5088 0.4414  -0.3264
C -1.3607 -3.6054 -1.1106  -0.0385
N -0.5222 -2.6018 -1.7012  -0.0416
C 0.7677 -2.7404 -2.1231  -0.0201
C 1.2041 -1.4910 -2.4475  -0.0862
N 0.1958 -0.6071 -2.2231  -0.0809
C -0.8278 -1.2999 -1.7699  -0.1084
O -0.0768 -4.0018 0.9108  -0.0888
C 0.9055 -3.0533 1.2960  -0.1555
C 1.4537 -3.4264 2.6403  -0.3162
C 0.7359 -3.3344 3.8030  -0.9634
Cl -0.8693 -2.7740 3.9460  0.6987
S 1.6342 -3.8577 5.1856  1.0203
C 2.9873 -4.2114 4.1857  -0.3956
C 2.7493 -3.9435 2.8750  -0.1393
C -3.7203 -3.7287 1.1256  -0.5918
Cl -3.9488 -2.0449 0.8009  0.7300
C -4.8192 -4.4717 1.5181  -0.1165
H -3.2891 -7.4708 1.8725  0.1124
H -1.3459 -6.0986 1.1823  0.1271
H -1.4252 -2.4526 0.7240  0.1009
H -2.3907 -3.4613 -1.4440  0.1397
H -1.0140 -4.5970 -1.4069  0.1527
H 1.2631 -3.6893 -2.1518  0.1396
H 2.1529 -1.1600 -2.8139  0.1171
H -1.7836 -0.8904 -1.5036  0.1429
H 0.4740 -2.0441 1.3413  0.1236
H 1.7214 -3.0487 0.5634  0.1222
H 3.8806 -4.6050 4.6303  0.0687
H 3.4684 -4.1008 2.0913  0.1135
H -5.7889 -4.0091 1.6124  0.1087


Asked for total energy across the records above, the calculation gives -80380.790, -65562.626, -102976.678 eV in order.